[1]
Formula: C22H21N3O2Ru
Source: the Open Molecules 2025 dataset
Level of theory: the ωB97M-V functional and the def2-TZVPD basis

```
49
Properties=species:S:1:pos:R:3:forces:R:3
C -0.4763 1.0128 -4.8942 0.375 2.436 -1.043
C 0.9394 1.2432 -4.6790 -0.200 1.928 -1.067
C 1.0757 2.2045 -3.6211 -0.331 0.761 -1.301
C -0.2309 2.6203 -3.2238 0.088 0.434 -0.953
C -1.1920 1.9136 -4.0112 0.403 0.803 -1.117
Ru -0.0217 0.2095 -2.9887 -0.098 3.839 4.887
N -1.6664 -0.7672 -2.9589 -2.270 -2.538 0.395
C -0.2678 -1.7434 -3.3531 -1.081 -3.947 -0.413
C 1.1504 -1.2518 -3.3657 2.733 -3.815 -1.233
H 2.0130 2.5798 -3.2263 -0.255 -0.225 0.069
H 1.7502 0.7916 -5.2368 -0.165 0.002 0.214
H -0.4580 3.3714 -2.4752 0.103 -0.305 -0.031
H -2.2699 2.0245 -3.9542 0.265 -0.232 0.095
H -0.9107 0.4051 -5.6785 0.036 -0.093 0.299
H 1.6085 -1.3100 -4.3473 0.314 -0.126 0.067
H -0.3382 -2.5288 -2.5873 -0.404 0.301 -0.262
H -1.8851 -1.1123 -2.0089 -0.001 0.057 -0.488
H 1.7460 -1.6718 -2.5605 0.228 0.038 0.013
H -0.5680 -2.1049 -4.3419 -0.064 0.099 0.273
O 1.2787 2.5573 -0.6696 -0.475 -0.722 0.680
C 0.7313 1.5801 -0.1796 -0.233 -0.862 0.006
N 0.4513 1.3948 1.1679 0.387 1.356 -0.268
C 0.0481 0.0516 1.4889 0.323 0.079 0.658
C -0.1704 -0.4975 0.0693 -0.261 -0.361 -1.108
O -0.6906 -1.5926 -0.1795 0.668 0.907 0.634
N 0.2493 0.4242 -0.8366 0.449 0.865 1.111
C 1.1950 -0.6166 2.2520 -0.222 -0.164 -0.029
C 1.8547 -1.7386 1.7569 0.212 -0.077 0.266
C 2.9511 -2.2662 2.4553 -0.200 0.230 0.055
C 3.3759 -1.6790 3.6493 -0.153 0.072 -0.112
C 2.6990 -0.5608 4.1548 -0.268 -0.001 -0.271
C 1.6049 -0.0361 3.4607 0.435 -0.318 0.060
C -1.2687 0.0612 2.2452 -0.184 -0.245 0.208
C -1.4842 -0.6687 3.4190 -0.242 0.225 -0.150
C -2.7072 -0.5557 4.0924 0.069 0.061 -0.259
C -3.7243 0.2501 3.5739 0.205 -0.001 -0.073
C -3.5198 0.9417 2.3731 0.339 -0.171 -0.049
C -2.2935 0.8419 1.7093 -0.505 0.088 0.353
H 0.8117 2.0726 1.8278 -0.032 -0.395 -0.048
H 1.5013 -2.2126 0.8381 0.139 0.189 0.277
H 3.4629 -3.1389 2.0491 -0.077 0.211 0.167
H 4.2284 -2.0895 4.1920 -0.208 0.100 -0.155
H 3.0100 -0.0883 5.0879 -0.016 -0.202 -0.232
H 1.0626 0.8218 3.8711 0.196 -0.276 -0.177
H -0.6966 -1.3185 3.8076 -0.297 0.252 -0.092
H -2.8505 -1.1055 5.0234 -0.053 0.136 -0.240
H -4.6756 0.3376 4.1001 0.236 -0.027 -0.128
H -4.3051 1.5626 1.9406 0.139 -0.191 0.177
H -2.1280 1.3814 0.7721 -0.044 -0.174 0.336
```
Forces are in eV/Å.

Its total charge is -1. The value obtained for the HOMO-LUMO gap (alpha / beta) is 0.1192 / 0.2690 Eh. As for the energy: -1260.37632 a.u. The spin multiplicity is 6.

***

[2]
Formula: C3H6Cl2NO
Source: the Open Molecules 2025 dataset
Level of theory: the ωB97M-V functional and the def2-TZVPD basis

```
13
Properties=species:S:1:pos:R:3:forces:R:3
C 1.8395 0.5278 0.4295 -3.688 -0.283 -0.247
C -0.2806 -1.0706 -0.7953 -2.257 1.079 2.556
C 0.0105 0.3589 -0.3104 2.645 0.159 -2.606
N -1.0908 0.7117 0.6018 1.510 2.712 0.751
O 1.8998 0.8350 1.5620 0.289 -0.035 -0.819
Cl 3.0237 0.0838 -0.7189 -0.354 0.185 0.342
Cl -0.8560 -2.0464 0.6796 0.571 -0.274 -0.637
H -1.1811 -1.0460 -1.3968 0.208 -0.272 -0.558
H 0.5163 -1.5927 -1.1699 1.848 -1.052 -1.257
H -0.0875 0.9931 -1.2790 0.685 -0.678 1.840
H -0.6137 1.2961 1.4306 -1.876 -1.030 -2.049
H -1.3173 -0.2332 0.9660 -0.951 0.179 0.639
H -1.8627 1.1825 0.0009 1.371 -0.690 2.044
```
Forces are in eV/Å.

Its total charge is +1. The value obtained for the HOMO-LUMO gap is 0.4078 Eh. The value obtained for the energy above the lowest of the compared OMol25 structures with the same formula, charge and spin is 77.49 kJ/mol. As for the energy: -1167.95993 a.u.

***

[3]
Formula: C7H12N5
Source: the Open Molecules 2025 dataset
Level of theory: the ωB97M-V functional and the def2-TZVPD basis

```
24
Properties=species:S:1:pos:R:3:forces:R:3
C 1.2194 -0.3046 -2.1669 -0.317 2.322 -1.486
C 2.1953 -1.5092 -0.3911 -1.352 -1.065 -1.063
C 1.8845 0.7320 0.5921 2.093 -0.910 -0.185
C 1.7294 -1.4679 -1.6609 -0.190 -2.857 0.555
C -0.6721 0.8103 0.3297 -1.084 -3.040 1.833
C -2.8300 0.5935 -0.8494 -0.058 2.188 -2.533
C 0.0503 -0.6443 2.1663 -0.785 1.239 2.221
N 0.8212 0.6899 -2.5947 -0.206 -0.067 0.192
N 2.4530 -0.3806 0.3238 -0.251 1.645 1.146
N 0.5975 1.2361 0.2693 -1.323 1.310 -0.702
N -1.6156 1.2758 -0.4701 0.854 1.739 -1.601
N -0.9990 -0.0790 1.3026 0.255 -1.605 -0.544
H 2.3476 -2.5311 0.0238 0.439 1.197 0.147
H 2.5236 1.4852 1.1185 -0.723 -0.548 -0.571
H 1.5080 -2.3816 -2.2737 0.642 0.838 0.861
H -3.0673 -0.0908 -0.1699 -0.564 -3.526 2.417
H -3.7345 1.1871 -0.8007 0.203 0.959 -0.190
H -2.7354 0.2305 -1.8863 -0.012 -0.236 0.624
H 0.7929 -1.3316 1.7955 -0.415 -0.524 -0.748
H 0.6513 0.2598 2.4337 -0.505 -0.933 0.758
H -0.4845 -1.1198 3.0656 1.031 0.960 -1.254
H 0.5243 2.0898 -0.2745 1.375 0.217 0.001
H -1.2804 1.8857 -1.2379 -0.089 -0.567 0.798
H -1.8796 -0.6354 1.3553 0.982 1.266 -0.673
```
Forces are in eV/Å.

Its total charge is +1. Its structure (SMILES) is CN/C(N/C=N\C=C/C#N)=[NH+]/C. The value obtained for the HOMO-LUMO gap is 0.3313 Eh. The value obtained for the energy above the lowest of the compared OMol25 structures with the same formula, charge and spin is 156.11 kJ/mol. As for the energy: -547.39474 a.u.

***

Which of these has the lowest energy?
C22H21N3O2Ru

***

Which value of energy does entry 2 give?
-1167.95993 a.u.